C22H29BF2NO2 | ωB97M-V/def2-TZVPD

Results
E (Ha): -1285.499886
ΔE to the lowest compared entry with this formula, charge and spin (kcal per mole): 0.0
Gap between HOMO and LUMO (eV): 6.8
Total charge: -1
2S+1: 1

CARTESIAN COORDINATES (ANGSTROEM)
1 C 5.1783 -3.2661 2.2660
2 C 4.7390 -2.4109 1.5242
3 B 4.1432 -1.2358 0.5961
4 C 5.3026 -0.6578 -0.4127
5 C 6.3800 0.1151 0.3860
6 C 7.4246 0.7997 -0.4937
7 N 8.1337 1.8648 0.2508
8 C 2.7963 -1.7826 -0.1759
9 C 1.6221 -2.0103 0.8173
10 C 0.4461 -1.0343 0.6370
11 O 0.3359 -0.1400 1.7686
12 C 0.2616 1.1859 1.5200
13 C -0.6161 1.6754 0.3786
14 O 0.7902 1.9708 2.2587
15 H 5.5188 -3.8936 3.0549
16 H 3.7960 -0.3225 1.3368
17 H 5.8268 -1.4543 -0.9601
18 H 4.8912 0.0536 -1.1418
19 H 5.8604 0.8386 1.0183
20 H 6.8927 -0.5970 1.0419
21 H 6.9255 1.2346 -1.3609
22 H 8.1350 0.0286 -0.8195
23 H 8.9690 2.1364 -0.2553
24 H 8.4383 1.4742 1.1354
25 H 3.0106 -2.7463 -0.6564
26 H 2.4745 -1.1104 -0.9810
27 H 1.9836 -1.8614 1.8372
28 H 1.2555 -3.0387 0.7730
29 H -0.4872 -1.6018 0.5461
30 H 0.5751 -0.4886 -0.2959
31 H -0.8411 0.8773 -0.3259
32 H -1.5167 2.1180 0.7931
33 H -0.0501 2.4364 -0.1558
34 F -3.7142 2.7978 -1.0908
35 C -4.6059 2.6768 -0.0876
36 C -5.6908 3.5303 -0.0472
37 C -6.6091 3.3983 0.9848
38 C -6.4301 2.4281 1.9611
39 C -5.3305 1.5824 1.9028
40 C -4.4125 1.7004 0.8705
41 H -5.8075 4.2858 -0.8131
42 H -7.4654 4.0583 1.0266
43 H -7.1460 2.3322 2.7666
44 H -5.1843 0.8268 2.6628
45 H -3.5556 1.0437 0.8048
46 F -1.7011 -1.6912 -2.2925
47 C -3.0442 -1.6727 -2.2660
48 C -3.6962 -0.4582 -2.1928
49 C -5.0830 -0.4388 -2.1683
50 C -5.7968 -1.6293 -2.2082
51 C -5.1205 -2.8406 -2.2784
52 C -3.7335 -2.8690 -2.3111
53 H -3.1213 0.4581 -2.1547
54 H -5.6057 0.5073 -2.1154
55 H -6.8786 -1.6128 -2.1840
56 H -5.6746 -3.7696 -2.3058
57 H -3.1877 -3.8011 -2.3691

---

C22H29BMnN8O8S2 | ωB97M-V/def2-TZVPD

Results
E (Ha): -3868.191759
Expectation value of S²: 1.2050
ΔE to the lowest compared entry with this formula, charge and spin (kcal per mole): 2.7
Gap between HOMO and LUMO (spin up / spin down) (eV): 6.9 / 6.9
Total charge: -2
2S+1: 2

CARTESIAN COORDINATES (ANGSTROEM)
1 Mn -0.5661 0.4830 -0.3985
2 C 3.2737 0.5080 -0.5637
3 C 2.6160 -0.6759 0.0516
4 C 3.2292 -1.7717 0.6873
5 C 2.1920 -2.6050 1.0454
6 C 2.2281 -3.9176 1.7573
7 N 1.0491 -2.0274 0.6372
8 N 1.3009 -0.8357 0.0444
9 B -0.3955 -2.5369 0.7514
10 N -1.1464 -1.6231 1.7361
11 N -1.0661 -0.2806 1.5931
12 C -1.7799 0.2577 2.5739
13 C -2.0283 1.7236 2.6984
14 C -2.3069 -0.7587 3.3872
15 C -1.8851 -1.9378 2.8123
16 C -2.1578 -3.3444 3.2326
17 N -1.0286 -2.5118 -0.6550
18 N -0.8793 -1.4295 -1.4465
19 C -1.5005 -1.6780 -2.5865
20 C -1.5783 -0.6420 -3.6571
21 C -2.0520 -2.9701 -2.5500
22 C -1.7347 -3.4580 -1.2982
23 C -2.0873 -4.7713 -0.6824
24 H 4.2376 0.2276 -0.9940
25 H 2.6424 0.9287 -1.3439
26 H 3.4461 1.2730 0.1916
27 H 4.2827 -1.9336 0.8506
28 H 3.2636 -4.1824 1.9731
29 H 1.6809 -3.8722 2.7008
30 H 1.7819 -4.7150 1.1610
31 H -0.4017 -3.6678 1.1677
32 H -1.2526 2.3013 2.2062
33 H -2.9950 1.9723 2.2510
34 H -2.0636 2.0150 3.7496
35 H -2.9363 -0.6454 4.2550
36 H -2.8011 -3.3359 4.1127
37 H -2.6649 -3.9039 2.4455
38 H -1.2401 -3.8826 3.4788
39 H -1.0218 0.2470 -3.3651
40 H -1.1665 -1.0140 -4.5987
41 H -2.6167 -0.3511 -3.8314
42 H -2.6326 -3.4671 -3.3107
43 H -2.6630 -5.3600 -1.3971
44 H -1.1998 -5.3394 -0.3976
45 H -2.6939 -4.6361 0.2143
46 N -2.1789 2.0588 -0.6886
47 N -3.5437 1.7469 -0.5123
48 C -3.8772 0.4186 -0.0911
49 O -5.0330 0.2843 0.3523
50 O -2.9619 -0.4126 -0.2547
51 H -1.8174 2.6730 0.0381
52 H -2.0549 2.5587 -1.5566
53 H -4.0890 2.4565 -0.0453
54 O 0.7067 3.2133 -3.8264
55 S 0.5299 3.0478 -2.3978
56 O -0.4562 3.9298 -1.8114
57 O 0.3687 1.6222 -2.0477
58 C 2.0928 3.5662 -1.6637
59 C 3.0725 3.9452 -2.5776
60 C 4.2942 4.4448 -2.1592
61 C 4.5467 4.5784 -0.8045
62 C 3.5875 4.1869 0.1131
63 C 2.3562 3.6718 -0.2902
64 S 1.3115 3.1751 1.1144
65 O 0.6284 4.3814 1.5251
66 O 2.2733 2.6632 2.0721
67 O 0.4011 2.1414 0.6243
68 H 2.8383 3.8456 -3.6279
69 H 5.0415 4.7332 -2.8897
70 H 5.4954 4.9742 -0.4597
71 H 3.7859 4.2404 1.1748

---

C22H29Cl2F11NO3S | ωB97M-V/def2-TZVPD

Results
E (Ha): -3552.831334
Gap between HOMO and LUMO (eV): 6.5
Total charge: +1
2S+1: 1

CARTESIAN COORDINATES (ANGSTROEM)
1 C -2.8724 -1.1232 0.0072
2 C -1.8968 -0.0905 -0.5208
3 N -0.9040 0.5184 0.0312
4 C -0.6740 0.2048 1.4702
5 C 0.2006 -1.0543 1.7543
6 C -0.6342 -2.2461 2.3396
7 F 1.0702 -0.6746 2.8049
8 C -0.1424 1.4940 -0.8160
9 C 1.3783 1.4805 -0.4776
10 C 1.9555 2.8803 -0.0749
11 C 1.7419 3.1854 1.4160
12 F 1.9014 2.1510 2.3136
13 C 1.4337 4.4600 1.9017
14 F 2.4402 5.3043 2.0629
15 F 0.2399 4.9028 2.2160
16 C -0.6205 1.2434 -2.2981
17 C 0.3787 0.5383 -3.2934
18 C 0.6403 -0.9880 -3.1989
19 C 1.0420 -1.5897 -1.8242
20 C 1.5929 -3.0468 -2.0654
21 F 1.3043 -3.5364 -3.2912
22 F 2.9606 -3.0169 -1.9563
23 C 1.0862 -4.0837 -1.0189
24 F 1.6561 -5.2652 -1.3205
25 F 1.4500 -3.7997 0.2308
26 F -0.2385 -4.2479 -1.1736
27 C -0.9738 2.5430 -3.1612
28 C -1.2547 3.8326 -2.3790
29 O -2.3149 4.2967 -2.4117
30 F -0.3100 4.5219 -1.6785
31 C -1.9843 0.5085 -1.9615
32 C -3.2597 1.4475 -1.7349
33 S -2.6855 -0.6301 -3.2557
34 O -2.2126 -0.2993 -4.5614
35 O -4.1096 -0.5355 -3.2249
36 F -2.3654 -2.1566 -2.8127
37 H -3.2813 -0.8749 1.0061
38 H -2.3163 -2.0887 0.0534
39 H -3.6731 -1.2726 -0.7439
40 H -1.6123 0.1824 2.0581
41 H -0.1096 1.0731 1.8837
42 H 0.8602 -1.3627 0.9270
43 H -1.7009 -1.9717 2.4686
44 H -0.5083 -3.1775 1.7584
45 H -0.2679 -2.4716 3.3678
46 H -0.4696 2.4493 -0.3367
47 H 2.0259 1.1323 -1.3067
48 H 1.6437 0.8035 0.3655
49 H 3.0636 2.7750 -0.2062
50 H 1.6611 3.7063 -0.7417
51 H 1.3648 1.0528 -3.2825
52 H -0.0129 0.7222 -4.3154
53 H -0.1637 -1.6299 -3.6139
54 H 1.5055 -1.1926 -3.8710
55 H 1.9000 -1.0695 -1.3529
56 H 0.1869 -1.7247 -1.1333
57 H -1.8343 2.2783 -3.8038
58 H -0.1556 2.7806 -3.8767
59 H -4.0484 0.9223 -1.1658
60 H -2.9022 2.2503 -1.0484
61 H -3.6270 1.9058 -2.6643
62 Cl 1.0711 -2.9974 5.4006
63 C 1.6596 -1.3898 5.9039
64 C 2.8058 -1.4853 6.8819
65 Cl 2.2883 -2.1195 8.4624
66 H 0.8196 -0.8398 6.3253
67 H 1.9853 -0.8751 5.0008
68 H 3.2222 -0.4935 7.0582
69 H 3.6007 -2.1263 6.5043

---

Copy entry 2 word for word.
C22H29BMnN8O8S2 | ωB97M-V/def2-TZVPD

Results
E (Ha): -3868.191759
Expectation value of S²: 1.2050
ΔE to the lowest compared entry with this formula, charge and spin (kcal per mole): 2.7
Gap between HOMO and LUMO (spin up / spin down) (eV): 6.9 / 6.9
Total charge: -2
2S+1: 2

CARTESIAN COORDINATES (ANGSTROEM)
1 Mn -0.5661 0.4830 -0.3985
2 C 3.2737 0.5080 -0.5637
3 C 2.6160 -0.6759 0.0516
4 C 3.2292 -1.7717 0.6873
5 C 2.1920 -2.6050 1.0454
6 C 2.2281 -3.9176 1.7573
7 N 1.0491 -2.0274 0.6372
8 N 1.3009 -0.8357 0.0444
9 B -0.3955 -2.5369 0.7514
10 N -1.1464 -1.6231 1.7361
11 N -1.0661 -0.2806 1.5931
12 C -1.7799 0.2577 2.5739
13 C -2.0283 1.7236 2.6984
14 C -2.3069 -0.7587 3.3872
15 C -1.8851 -1.9378 2.8123
16 C -2.1578 -3.3444 3.2326
17 N -1.0286 -2.5118 -0.6550
18 N -0.8793 -1.4295 -1.4465
19 C -1.5005 -1.6780 -2.5865
20 C -1.5783 -0.6420 -3.6571
21 C -2.0520 -2.9701 -2.5500
22 C -1.7347 -3.4580 -1.2982
23 C -2.0873 -4.7713 -0.6824
24 H 4.2376 0.2276 -0.9940
25 H 2.6424 0.9287 -1.3439
26 H 3.4461 1.2730 0.1916
27 H 4.2827 -1.9336 0.8506
28 H 3.2636 -4.1824 1.9731
29 H 1.6809 -3.8722 2.7008
30 H 1.7819 -4.7150 1.1610
31 H -0.4017 -3.6678 1.1677
32 H -1.2526 2.3013 2.2062
33 H -2.9950 1.9723 2.2510
34 H -2.0636 2.0150 3.7496
35 H -2.9363 -0.6454 4.2550
36 H -2.8011 -3.3359 4.1127
37 H -2.6649 -3.9039 2.4455
38 H -1.2401 -3.8826 3.4788
39 H -1.0218 0.2470 -3.3651
40 H -1.1665 -1.0140 -4.5987
41 H -2.6167 -0.3511 -3.8314
42 H -2.6326 -3.4671 -3.3107
43 H -2.6630 -5.3600 -1.3971
44 H -1.1998 -5.3394 -0.3976
45 H -2.6939 -4.6361 0.2143
46 N -2.1789 2.0588 -0.6886
47 N -3.5437 1.7469 -0.5123
48 C -3.8772 0.4186 -0.0911
49 O -5.0330 0.2843 0.3523
50 O -2.9619 -0.4126 -0.2547
51 H -1.8174 2.6730 0.0381
52 H -2.0549 2.5587 -1.5566
53 H -4.0890 2.4565 -0.0453
54 O 0.7067 3.2133 -3.8264
55 S 0.5299 3.0478 -2.3978
56 O -0.4562 3.9298 -1.8114
57 O 0.3687 1.6222 -2.0477
58 C 2.0928 3.5662 -1.6637
59 C 3.0725 3.9452 -2.5776
60 C 4.2942 4.4448 -2.1592
61 C 4.5467 4.5784 -0.8045
62 C 3.5875 4.1869 0.1131
63 C 2.3562 3.6718 -0.2902
64 S 1.3115 3.1751 1.1144
65 O 0.6284 4.3814 1.5251
66 O 2.2733 2.6632 2.0721
67 O 0.4011 2.1414 0.6243
68 H 2.8383 3.8456 -3.6279
69 H 5.0415 4.7332 -2.8897
70 H 5.4954 4.9742 -0.4597
71 H 3.7859 4.2404 1.1748

---

> Number 1 is which compound?

C22H29BF2NO2

---

> Look up the 2S+1 of the second one.

2